A molecular structure, C29H41B3NO24P at a distorted geometry. Source: the OMol25 dataset; level of theory: ωB97M-V/def2-TZVPD.

Geometry (Å):
O1 9.6686 0.7193 -1.4074
O2 3.2885 -8.7526 -0.7815
C1 -10.6693 2.7187 -0.6050
H1 6.9248 1.1685 3.3357
H2 0.1530 -0.1474 4.6656
P1 7.7947 -3.5822 0.1327
C2 -6.7035 0.7351 2.6276
O3 -9.8689 0.8193 -4.5633
O4 -8.9297 5.5131 -1.4297
O5 -10.6711 4.3244 -2.2406
C3 -3.8703 3.3974 3.1251
H3 6.5170 -5.2592 -0.2427
H4 -8.1606 -0.1116 -7.1221
H5 -11.4119 3.0245 0.1361
O6 -8.1152 0.7373 2.8405
H6 3.4740 -6.4139 -4.3018
C4 6.2910 -0.8783 4.0941
C5 -8.6101 0.6349 -6.4686
C6 -2.9809 5.2605 2.2486
C7 -8.6873 0.1784 -5.0377
C8 -4.1209 4.7957 1.3865
C9 -0.8384 1.0426 3.1443
C10 4.5371 -2.0650 2.7627
C11 1.3077 1.1977 2.5082
H7 -6.4792 2.5526 1.4647
H8 -12.1983 2.9127 -2.1272
H9 6.4061 -3.8928 4.5825
C12 3.2244 -6.4238 -3.2415
O7 4.1812 -6.7186 -1.1813
B1 6.5236 -2.5086 -0.8395
O8 5.0404 -0.3047 -1.5728
H10 -3.8729 4.7994 0.3263
H11 3.8670 -2.9149 2.5210
O9 5.1071 -2.5980 -0.7152
H12 9.4862 0.6369 -3.4554
O10 -9.8765 0.7641 1.4274
O11 7.0689 -1.5746 -1.7748
H13 2.7791 -1.6519 0.6860
O12 2.9967 -7.7535 -2.7852
H14 5.4567 -3.0381 5.9062
B2 4.5925 -1.2575 -0.6067
H15 -8.0665 1.5766 -6.5792
C13 3.4710 -7.8320 -1.5102
O13 1.1197 -0.1055 2.8493
C14 -6.5653 1.4752 1.3268
C15 4.5318 -0.9173 1.8760
H16 11.7042 2.4202 -2.3314
O14 -9.9768 0.8494 -6.8068
H17 9.0565 -3.4722 -0.5231
H18 -10.6387 2.3262 -2.7383
H19 -1.4693 1.4631 3.9266
C16 5.3792 0.2478 2.0652
N1 7.4178 -5.1379 0.2306
C17 -9.6389 4.5546 -1.3871
H20 -0.6258 -1.1021 3.3875
H21 4.6269 -3.9705 4.5281
B3 6.4571 -0.3330 -1.4014
O15 -7.7976 1.1923 0.6681
H22 -6.3572 -0.2997 2.5609
O16 2.3048 1.6278 2.0220
O17 8.6231 2.1918 -0.0479
H23 -7.8196 0.4830 -4.4538
H24 -8.8128 -0.9036 -4.9486
C18 4.3642 -5.9643 -2.3752
H25 -5.7200 1.1261 0.7354
O18 -4.3457 3.4646 1.8535
O19 0.2070 1.9454 2.7934
C19 -11.1179 2.9867 -2.0123
C20 9.2888 1.9671 -1.0075
H26 7.9563 -3.1016 1.4732
H27 2.3160 -5.8360 -3.0856
H28 10.6446 2.7250 -3.7234
C21 10.6941 2.2879 -2.7271
H29 -10.4153 1.6774 -0.4387
C22 6.2892 0.2695 3.2139
H30 3.1231 0.1204 0.4848
C23 -0.0898 -0.1782 3.6007
H31 11.0774 0.1566 -2.8300
O20 -11.7762 1.4562 -5.5888
H32 6.9806 -0.8689 4.9660
H33 -2.0051 5.0142 1.8231
O21 9.7695 2.9203 -1.8492
C24 -10.6511 1.0783 -5.6486
C25 5.4482 -2.0434 3.9000
H34 5.3280 1.0782 1.3311
C26 5.4793 -3.2977 4.8179
H35 -3.0184 6.3297 2.4509
O22 -3.1645 4.5082 3.4467
H36 -1.4515 0.8502 2.2596
O23 -4.0510 2.4763 3.8638
C27 10.2492 0.8525 -2.7029
H37 5.3402 -6.2094 -2.8025
C28 -8.7071 0.8848 1.6280
H38 4.3283 -4.8947 -2.1679
C29 3.6080 -0.8969 0.5991
O24 -9.5173 3.5527 -0.4765
H39 -5.0302 5.3818 1.5396
H40 7.0696 0.5621 -0.9397
H41 -6.1844 1.2288 3.4469

Summary:
Orbital gap in eV: 8.21
DFT total energy in a.u.: -3406.304253